No. 1
This record from the Open Molecules 2025 dataset describes a molecular structure, C4H5N3 in a non-equilibrium geometry. The level of theory is wB97M-V/def2-TZVPD.

```
12
Properties=species:S:1:pos:R:3
C -1.94484 -0.74016 -0.74280
C 0.20268 -0.22136 0.35539
C 1.61360 -0.57504 0.62835
C 1.50575 1.65302 0.44131
H -1.64935 0.40872 -1.42307
H -2.86904 -0.67638 0.27760
H -2.41276 -1.58874 -1.54985
H 1.56481 -1.60822 1.04350
H 1.96550 2.69094 0.46588
N -0.64118 -1.05593 -0.18995
N 2.40381 0.48437 0.47687
N 0.26102 1.22877 0.21677
```

Net charge = 0
ΔE to the lowest compared entry with this formula, charge and spin = 132.6 kcal/mol
E_HOMO = -9.71 eV
Gap between HOMO and LUMO = 8.3 eV
E = -319.5009 a.u.

Löwdin atomic charge list, values in e, 5 entries: number 1, C, carries -0.1933; number 2, C, carries -0.3623; number 3, C, carries -0.0880; number 4, C, carries -0.1238; number 5, H, carries 0.1467



No. 2
This record from the Open Molecules 2025 dataset describes a molecular structure, C29H25N5O15S5V. The level of theory is wB97M-V/def2-TZVPD.

```
80
Properties=species:S:1:pos:R:3
V 0.12217 0.00123 -0.48211
O 0.30726 3.58086 0.40661
S -0.59118 2.74290 1.16082
O -1.99913 2.95356 0.89198
O -0.28743 1.28379 1.03501
C -0.33348 3.15915 2.88708
C -1.39972 3.86228 3.44492
C -1.32325 4.39085 4.72216
C -0.16089 4.22497 5.45533
C 0.89710 3.51815 4.90998
C 0.83479 2.96748 3.63227
S 2.26344 1.91589 3.24232
O 1.84399 0.63241 3.76998
O 3.36679 2.52686 3.97378
O 2.46665 1.93685 1.79948
H -2.29004 3.99187 2.84748
H -2.16752 4.93200 5.13153
H -0.07445 4.63770 6.45370
H 1.80964 3.36887 5.46994
N -1.70417 0.48721 -1.40949
C -3.00802 -0.21966 -1.36973
C -3.06049 -1.60252 -2.06225
O -4.21096 -1.98091 -2.32993
O -1.96144 -2.14923 -2.32026
H -1.86905 1.40546 -0.98900
H -1.41608 0.65867 -2.37759
H -3.76093 0.41510 -1.84128
H -3.29625 -0.33553 -0.32380
O -2.90443 -2.94044 0.98628
C -2.34885 -3.03027 2.20645
C -3.07759 -3.74850 3.16010
C -2.57935 -3.93868 4.43193
C -1.33717 -3.41891 4.79019
C -0.61473 -2.70298 3.85726
C -1.10293 -2.49257 2.56524
C -0.28238 -1.71208 1.62779
O -0.87269 -1.21056 0.54693
N 0.97453 -1.55544 1.83443
N 1.51434 -0.85422 0.77654
C 2.79343 -0.77825 0.75709
S 3.63722 -0.08814 -0.60328
C 5.29287 -0.31814 0.09931
C 5.16091 -0.31394 1.60877
S 3.78193 -1.40044 2.04963
H -2.31298 -2.46938 0.37144
H -4.03439 -4.15357 2.85751
H -3.16355 -4.49761 5.15408
H -0.94675 -3.55996 5.78957
H 0.34045 -2.25934 4.10818
H 5.90799 0.51143 -0.25147
H 5.71128 -1.25897 -0.25987
H 4.93567 0.68502 1.98596
H 6.06037 -0.69708 2.09135
O -0.00229 -0.02769 -3.70143
C 0.27946 -1.10521 -3.22250
C 0.35340 -2.39850 -4.00590
C 0.49874 -3.46376 -2.93804
C 0.76126 -2.68670 -1.66213
O 1.03600 -3.20015 -0.60180
N 0.60866 -1.31853 -1.88930
H 1.21674 -2.33379 -4.67299
H -0.55119 -2.48316 -4.60256
H 1.29977 -4.18410 -3.09961
H -0.44228 -3.98816 -2.77288
O 0.89552 4.02900 -4.94261
S 0.55046 4.28360 -3.57124
O -0.39521 5.32617 -3.29618
N 0.09197 2.87510 -2.84087
C 0.97058 2.52469 -1.96630
O 0.90581 1.38984 -1.33461
C 2.11415 3.45118 -1.73677
C 3.10130 3.41254 -0.76919
C 4.02300 4.45230 -0.75599
C 3.94840 5.50017 -1.67050
C 2.92750 5.55230 -2.61314
C 2.02291 4.51216 -2.61334
H 3.10504 2.64381 -0.00793
H 4.79261 4.46156 0.00575
H 4.67542 6.30207 -1.62533
H 2.83083 6.38060 -3.30231
```

Net charge = -2
ΔE to the lowest compared entry with this formula, charge and spin = 20.3 kcal/mol
E_HOMO (alpha / beta) = -3.66 / -3.68 eV
Gap between HOMO and LUMO (alpha / beta) = 6.5 / 7.1 eV
Multiplicity = 2
E = -5457.7389 a.u.

Löwdin atomic charge list, values in e, 5 entries: number 1, V, carries 1.1190; number 2, O, carries -0.2573; number 3, S, carries 0.5458; number 4, O, carries -0.3115; number 5, O, carries -0.3824



No. 3
This record from the Open Molecules 2025 dataset describes 2 unconnected molecules or ions with the total composition C6H9Br3N5O7PS in a non-equilibrium geometry. The level of theory is wB97M-V/def2-TZVPD.

```
32
Properties=species:S:1:pos:R:3
C 2.23856 -1.00885 -1.62376
C 2.15946 -0.97390 -0.08770
C 1.54741 0.31595 0.49795
Br 0.58664 -0.00808 2.18316
N 0.84234 1.14295 -0.44345
C 1.47290 2.54228 -0.77082
O 1.24671 3.37761 0.06527
O 2.11852 2.53096 -1.81875
C -0.25258 0.86540 -1.06928
N -0.81629 1.71284 -1.97713
C -1.88708 1.09706 -2.38747
Br -3.01227 1.87154 -3.64567
N -2.07927 -0.08474 -1.83001
N -3.15512 -0.95958 -2.11649
N -1.03593 -0.29694 -0.92049
P -0.95399 -1.74644 0.06634
O -1.15708 -2.87301 -1.13965
Br -2.98603 -1.73258 0.99007
H 3.07561 -1.59699 -1.98824
H 2.28293 -0.01207 -2.05890
H 1.33209 -1.47827 -2.01755
H 3.17519 -1.06671 0.28696
H 1.65320 -1.86840 0.25994
H 2.40067 0.89425 0.82348
H -3.31358 -0.85611 -3.11500
H -2.85807 -1.92327 -1.98595
H -0.72547 -2.60647 -1.96145
O -1.16945 0.92135 6.82555
S -0.37897 0.96286 5.56431
O -0.42166 -0.40260 4.92447
O 1.03895 1.31262 5.85521
O -0.96832 1.94735 4.61501
```

Net charge = -2
E_HOMO = 0.31 eV
Gap between HOMO and LUMO = 2.6 eV
E = -9496.0468 a.u.

Löwdin atomic charge list, values in e, 5 entries: number 1, C, carries -0.0940; number 2, C, carries -0.2810; number 3, C, carries -0.6515; number 4, Br, carries 0.8677; number 5, N, carries 0.0308



No. 4
This record from the Open Molecules 2025 dataset describes a gas-phase ion, C4H5F3NO2S2 (charge +1) in a non-equilibrium geometry. The level of theory is wB97M-V/def2-TZVPD.

```
17
Properties=species:S:1:pos:R:3
O 0.89002 -2.35765 0.36660
S 0.89308 -1.02270 0.87580
O 1.24672 -0.69088 2.22440
C -0.78079 -0.30283 0.58961
C -1.45851 -0.81547 -0.70043
S -1.78767 0.66035 -1.75712
C -1.14820 1.67518 -0.61648
N -0.70671 1.14700 0.49411
C 2.00382 0.00020 -0.22969
F 1.41275 0.20042 -1.40845
F 3.09326 -0.67108 -0.38262
F 2.25011 1.16195 0.32818
H -1.29914 -0.64585 1.49458
H -2.39807 -1.31947 -0.47631
H -0.78848 -1.44678 -1.28698
H -1.09527 2.75096 -0.78976
H -0.32693 1.67667 1.27457
```

Net charge = +1
ΔE to the lowest compared entry with this formula, charge and spin = 0.0 kcal/mol
E_HOMO = -14.95 eV
Gap between HOMO and LUMO = 9.7 eV
E = -1456.3352 a.u.

Löwdin atomic charge list, values in e, 5 entries: number 1, O, carries -0.2275; number 2, S, carries 0.7882; number 3, O, carries -0.2367; number 4, C, carries -0.3257; number 5, C, carries -0.3066